[1]
Molecular formula: C2HBrN2O2
Method: DFT, ωB97M-V/def2-TZVPD

## Properties
HOMO energy ... -11.703 eV
E ... -79203.216 eV
Energy above the lowest of the compared OMol25 structures with the same formula, charge and spin ... 78.5 kcal per mole

Structure (XYZ):
```
8
Properties=species:S:1:pos:R:3:forces:R:3
N -0.22307 -0.31793 3.03126 0.3 -0.3 0.5
C -0.23022 -0.14201 1.90245 -0.5 -0.3 0.0
C -0.40548 0.20030 0.51799 0.7 -3.5 -2.9
Br -2.26572 -0.11182 -0.14056 0.8 -0.4 0.4
N -0.27034 1.59837 0.37376 1.0 4.1 -0.5
O 0.49270 1.99841 -0.47756 0.5 -0.5 -0.7
O -0.88618 2.35213 1.08693 -0.6 -0.5 0.7
H 0.38488 -0.31840 -0.29646 -2.3 1.3 2.6
```
Positions in Å, forces in eV/Å.



[2]
Molecular formula: C8H8O4
Method: DFT, ωB97M-V/def2-TZVPD

## Properties
HOMO energy ... -7.230 eV
E ... -16612.573 eV
Energy above the lowest of the compared OMol25 structures with the same formula, charge and spin ... 76.6 kcal per mole

Structure (XYZ):
```
20
Properties=species:S:1:pos:R:3:forces:R:3
C -1.38432 -1.95527 0.38717 0.6 3.1 -1.1
C -1.77848 -1.14805 -0.73266 2.1 0.5 3.5
C -0.57647 -1.37266 1.40715 -0.5 -2.2 0.9
C -1.35772 0.19090 -0.72817 -0.7 0.0 0.1
C -0.23514 -0.05638 1.47571 0.0 2.1 -2.1
C -0.66718 0.77991 0.33415 -0.5 -3.4 2.1
C -0.04240 1.99315 0.12197 4.0 1.9 -1.8
C 1.82658 1.53400 -0.99418 -2.4 4.6 4.2
O 0.05239 3.12996 0.51434 -0.6 -0.8 0.1
O 1.70790 0.93653 -2.13411 -0.5 -2.7 -0.5
O 2.21665 2.86162 -0.97941 -0.7 -1.0 0.7
O 2.38512 0.71717 -0.06413 0.3 1.1 -0.2
H -1.65632 -2.96488 0.37182 -0.2 -1.4 0.3
H -2.30606 -1.57494 -1.51652 -1.0 -0.5 -1.4
H -0.21348 -2.02601 2.25104 -0.5 0.6 -1.0
H -1.61646 0.90137 -1.50386 -0.1 -0.4 -0.4
H 0.47193 0.35562 2.22274 -0.8 -0.3 -0.5
H 1.84103 1.47344 -2.86970 0.3 1.8 -1.9
H 1.60582 3.31259 -0.27841 0.9 -0.7 -1.3
H 2.23489 -0.07313 -0.55049 0.3 -2.2 0.2
```
Positions in Å, forces in eV/Å.



[3]
Molecular formula: C18H12B3Br6O26V
Method: DFT, ωB97M-V/def2-TZVPD

## Properties
HOMO energy ... -5.678 eV
E ... -520086.573 eV
Energy above the lowest of the compared OMol25 structures with the same formula, charge and spin ... 74.4 kcal per mole
Charge ... -2

Structure (XYZ):
```
66
Properties=species:S:1:pos:R:3:forces:R:3
O -0.68021 -2.79032 1.04157 0.2 1.5 0.5
V -0.50464 -1.21354 1.08589 1.8 1.7 -1.2
O 0.57070 -0.84498 2.20180 -1.6 -0.9 -0.9
O -1.65947 0.78028 1.08164 0.0 -0.9 -0.4
C -1.94353 1.83865 0.52984 1.8 1.9 0.1
O -1.10627 2.84646 0.34565 -0.4 -2.3 0.9
B -1.79341 4.01436 -0.23561 1.8 -0.8 -1.0
O -3.18665 3.63012 -0.26551 0.1 0.7 -0.4
C -3.29734 2.39574 0.10915 -3.5 -2.2 0.4
O -4.35930 1.79068 0.19826 1.8 0.6 -0.1
O -1.09098 4.22963 -1.50595 -1.4 -0.2 0.5
C -0.88823 5.51806 -1.65610 1.8 -1.5 -5.3
O -0.45490 5.88117 -2.76018 -0.9 1.0 2.9
C -1.18615 6.20390 -0.37322 0.0 2.5 0.9
O -1.51422 5.20961 0.48966 -0.3 2.7 0.8
O -1.11250 7.42146 -0.21079 -0.3 -3.0 0.5
O -1.93589 -2.80599 -7.75221 -1.9 2.0 4.4
C -2.43689 -2.36352 -6.68190 1.9 -1.4 -1.6
O -1.77992 -1.92628 -5.55572 -0.9 -0.7 -2.3
B -2.75680 -1.48051 -4.55070 0.4 1.4 -1.1
O -4.07729 -1.80459 -5.06169 -0.4 -1.3 -1.6
C -3.98157 -2.34741 -6.32511 0.1 0.2 -0.1
O -4.85607 -2.74388 -7.06380 1.1 0.8 1.6
O -2.67102 -0.01962 -4.30505 -0.9 -0.3 -3.4
C -2.21144 0.23902 -3.16744 0.6 2.7 4.0
O -2.00497 1.33915 -2.68413 -0.3 -1.3 -0.3
C -2.07581 -1.10841 -2.39936 2.2 3.8 2.6
O -2.34987 -1.96214 -3.25525 -0.9 -5.1 -0.1
O -1.62934 -1.19723 -1.24498 -0.9 -0.7 -1.2
O 7.00422 -1.52632 -2.90479 -3.5 -0.4 0.7
C 5.77531 -1.59865 -2.75477 2.7 1.2 -0.9
O 4.97440 -0.57211 -2.39688 -0.8 -1.9 -0.2
B 3.57901 -1.13572 -2.50496 -0.9 0.4 0.3
O 3.59498 -2.52035 -2.95458 1.3 0.7 0.0
C 4.87191 -2.81041 -3.13100 0.9 -2.2 -0.6
O 5.28577 -3.87475 -3.53919 -0.2 1.2 0.5
O 2.81035 -1.13627 -1.21919 -1.3 1.5 -0.3
C 1.70955 -0.38637 -1.38387 0.5 -0.4 2.2
O 0.93076 -0.13924 -0.43652 0.4 -1.2 -1.7
C 1.70939 0.15981 -2.87345 -4.0 2.5 1.4
O 2.72174 -0.35526 -3.43470 1.8 -0.2 -1.1
O 0.83946 0.93671 -3.27206 2.4 -2.1 0.6
Br 0.92591 0.84589 6.43659 -0.5 0.4 -0.3
C -0.11213 2.37986 5.70883 1.6 0.8 1.1
C -1.00633 2.04619 4.61535 -1.0 -1.7 -1.6
Br -1.23216 3.60681 3.45764 -0.5 -0.2 0.6
H 0.61810 3.06933 5.28515 0.3 -0.1 0.5
H -0.59414 2.82969 6.57683 0.0 0.0 -0.2
H -1.92112 1.54624 4.93364 -0.4 0.8 0.0
H -0.59578 1.29030 3.94588 0.5 0.2 -0.1
Br -1.27877 -2.78606 4.57427 0.3 -1.2 -0.4
C -0.60697 -4.67727 4.29000 -0.2 0.5 0.9
C -1.50341 -5.57281 3.44465 -0.2 0.7 0.5
Br -3.27016 -5.77236 4.38756 0.8 0.1 -0.7
H -0.54495 -5.04360 5.31472 -0.2 0.0 -0.1
H 0.42645 -4.56095 3.96349 -0.3 0.0 -0.6
H -1.12566 -6.59301 3.37677 0.1 0.2 0.1
H -1.63583 -5.15166 2.44806 -0.4 -0.1 0.2
Br 4.29420 -0.68256 3.47522 0.5 0.0 -0.2
C 3.78813 0.64008 2.11819 0.3 -0.5 -0.4
C 2.87923 1.57083 2.84287 0.0 0.3 0.6
Br 1.98560 2.73263 1.61996 -0.3 0.3 -0.4
H 3.39597 0.06527 1.27920 -0.5 0.1 0.3
H 4.64517 1.18615 1.72401 0.2 -0.3 0.4
H 3.49102 2.19801 3.49130 -0.1 0.0 0.0
H 2.14475 1.06178 3.46698 0.0 0.0 -0.3
```
Positions in Å, forces in eV/Å.



[4]
Molecular formula: C3H7N3OS
Method: DFT, ωB97M-V/def2-TZVPD

## Properties
HOMO energy ... -8.521 eV
E ... -20574.224 eV
Energy above the lowest of the compared OMol25 structures with the same formula, charge and spin ... 91.3 kcal per mole

Structure (XYZ):
```
15
Properties=species:S:1:pos:R:3:forces:R:3
C 2.35729 0.08260 0.89669 -0.7 0.5 -0.3
N 2.13329 -0.69311 -0.08803 1.0 0.6 0.4
N 0.91644 -0.76058 -0.72139 0.4 0.3 0.2
C -0.32662 -0.39123 -0.12509 0.6 0.3 -0.9
S -1.47664 -1.49910 0.15087 -0.8 -0.8 0.3
N -0.50236 0.92923 -0.02676 -0.4 -0.1 0.5
C -1.78660 1.55906 0.30588 1.6 0.7 0.5
O 0.45508 1.80674 -0.54310 0.8 -1.8 -1.5
H 3.39846 0.18954 1.20823 -0.4 -0.3 0.1
H 1.58309 0.74072 1.34525 0.6 -0.5 -0.2
H 0.94558 -1.62510 -1.24129 -0.8 0.0 0.2
H -2.42143 1.59137 -0.55678 -0.4 0.0 -0.5
H -1.49914 2.56509 0.63126 -0.3 -0.1 -0.2
H -2.26823 1.06592 1.13640 0.0 -0.4 0.0
H 0.95121 1.17271 -1.20384 -1.0 1.6 1.4
```
Positions in Å, forces in eV/Å.



[5]
Molecular formula: CH3N3O2S
Method: DFT, ωB97M-V/def2-TZVPD

## Properties
HOMO energy (spin up / spin down) ... -10.422 / -10.942 eV
E ... -20480.878 eV
Energy above the lowest of the compared OMol25 structures with the same formula, charge and spin ... 108.4 kcal per mole

Structure (XYZ):
```
10
Properties=species:S:1:pos:R:3:forces:R:3
C -0.04171 -0.35945 0.83843 -1.5 -2.2 2.8
N -0.72068 0.53390 1.33081 -0.7 2.7 0.1
N 0.07925 2.03689 -0.62219 -0.6 0.0 1.3
N 0.60950 -0.46211 -0.29009 -0.4 1.8 -2.5
O 1.24782 0.85039 -2.39012 1.0 -0.7 -1.1
O -1.16943 0.38255 -1.98942 0.4 -0.3 0.0
S 0.14622 0.70800 -1.53050 -0.2 -0.7 0.6
H -0.87084 1.93017 -0.25790 -0.4 0.9 0.2
H -0.32262 -1.17853 1.57649 1.1 -0.4 -1.0
H 1.31684 -1.11386 -0.44597 1.2 -1.1 -0.5
```
Positions in Å, forces in eV/Å.



[6]
Molecular formula: C3H8OS2
Method: DFT, ωB97M-V/def2-TZVPD

## Properties
HOMO energy ... -8.371 eV
E ... -26956.438 eV
Energy above the lowest of the compared OMol25 structures with the same formula, charge and spin ... 50.1 kcal per mole

Structure (XYZ):
```
14
Properties=species:S:1:pos:R:3:forces:R:3
C 0.98682 -1.02925 3.77245 -1.5 -1.0 0.4
C 0.78682 -1.86370 2.43363 -0.9 4.7 -1.2
O 0.12163 -1.38062 1.51331 0.7 -1.1 1.8
H 0.02298 -0.45412 4.00310 1.4 -0.6 -0.7
H 1.00483 -1.80809 4.57970 0.6 0.8 -0.4
H 1.85761 -0.29965 3.83272 -0.9 -1.3 -0.4
H 1.37938 -2.70203 2.16915 0.7 -1.5 0.5
C -1.67461 1.94549 -3.67729 -1.4 0.7 1.0
S -0.98505 1.09975 -2.04948 0.5 0.2 -2.2
S 0.53314 -0.12422 -2.83833 0.2 -0.1 0.5
H -2.10458 2.87160 -3.04298 0.7 -1.7 -2.1
H -0.95904 2.29212 -4.57821 -1.4 -1.0 2.5
H -2.60640 1.28074 -4.05182 2.4 1.6 0.7
H 1.63646 0.17199 -2.06597 -0.9 0.3 -0.4
```
Positions in Å, forces in eV/Å.



Question: Among the records above, which one has the highest E?
Answer: C8H8O4